Formula: C132H110N22O44
Source: the Open Molecules 2025 dataset
Level of theory: ωB97M-V/def2-TZVPD

Values from the calculation:
Strongest force on any atom   5.02 eV/A
E_LUMO   -1.48 eV
HOMO-LUMO gap   7.7 eV
Total charge   0
Molecular weight   2708.44 g mol⁻¹

```
308
Properties=species:S:1:pos:R:3:forces:R:3:lowdin_charge:R:1
C 3.06684 -2.72861 -0.50827 0.563 0.669 -1.080 -0.061
C 4.30394 -2.04687 -0.64871 -0.742 -2.040 -0.505 -0.045
C 5.19193 -2.51491 -1.62026 0.966 -0.362 -0.084 -0.032
C 4.95555 -3.58100 -2.50868 -3.191 -0.153 1.213 -0.093
C 3.65976 -4.25651 -2.34088 1.265 2.110 -0.656 0.023
C 2.70100 -3.73082 -1.43144 2.164 -0.504 0.423 -0.046
N 5.90667 -3.90785 -3.63669 -1.753 -2.309 0.950 -0.333
O 6.96411 -3.36047 -3.59730 0.668 0.411 -0.566 0.109
O 5.55313 -4.81621 -4.42717 0.509 1.856 1.109 0.041
H 2.33666 -2.47049 0.24446 0.028 0.240 0.117 0.082
H 4.71106 -1.27174 -0.01640 -0.569 0.082 0.281 0.097
H 6.16693 -2.06030 -1.52476 0.076 -0.117 -0.744 0.087
H 3.38784 -5.03081 -3.04296 0.107 -0.035 0.085 0.067
H 1.74883 -4.21881 -1.28434 -0.133 -0.070 -0.302 0.092
C -7.36424 -3.39157 1.02560 1.458 -0.121 -1.426 -0.045
C -8.43215 -4.26011 0.83543 0.261 1.024 0.871 -0.070
C -8.39438 -5.30850 -0.05662 0.532 -1.512 -0.553 -0.004
C -7.21081 -5.58476 -0.76045 0.308 1.248 0.388 -0.096
C -6.10505 -4.71573 -0.54191 -0.772 -1.143 -1.534 -0.038
C -6.17257 -3.61638 0.29325 -0.843 -0.729 0.605 -0.055
N -7.10981 -6.73291 -1.75608 -0.164 -1.843 -0.003 -0.283
O -5.97892 -7.17788 -2.06492 -1.820 1.541 0.713 0.030
O -8.15535 -7.29564 -2.13635 1.764 1.689 0.890 0.065
H -7.42775 -2.47360 1.59102 -0.208 -0.174 0.400 0.093
H -9.26945 -4.05080 1.48467 -0.513 -0.335 -0.369 0.112
H -9.22126 -5.99894 -0.13386 -0.174 0.105 -0.170 0.118
H -5.27925 -4.84059 -1.22665 0.473 -0.059 0.234 0.098
H -5.27906 -3.01470 0.37090 -0.162 0.367 0.078 0.103
C 3.07084 6.98031 -7.44739 1.073 0.810 -0.828 -0.084
C 2.51789 5.98438 -8.21735 -0.222 0.124 -0.565 -0.070
C 1.93958 4.89928 -7.62245 0.073 -1.037 -0.315 -0.024
C 1.98730 4.76236 -6.24412 -0.866 0.649 1.483 -0.125
C 2.38566 5.83842 -5.44331 0.080 -0.406 -0.995 0.026
C 2.98946 6.92979 -6.10255 -0.619 -1.127 2.807 -0.064
N 1.41311 3.53101 -5.60496 0.232 -1.628 1.215 -0.290
O 0.85163 2.74290 -6.34851 0.241 0.720 0.204 0.080
O 1.59679 3.24171 -4.38397 -0.030 1.679 -2.565 0.006
H 3.65676 7.78253 -7.87111 -0.235 0.152 -0.366 0.114
H 2.50394 6.02971 -9.29630 0.141 0.143 -0.043 0.114
H 1.53251 4.15409 -8.28982 -0.128 -0.316 0.403 0.122
H 2.22017 5.87855 -4.37683 0.229 -0.345 0.082 0.099
H 3.39508 7.63851 -5.39574 0.096 0.574 -0.481 0.114
C 1.34693 -2.43458 8.44264 1.006 0.202 0.216 -0.064
C 0.93818 -1.87810 7.23183 -0.319 0.514 0.571 -0.058
C 0.51030 -0.54824 7.17773 -0.288 0.638 1.255 0.019
C 0.50229 0.22334 8.39004 0.429 -2.461 -0.576 -0.129
C 1.03697 -0.37212 9.54014 0.059 1.409 0.594 -0.021
C 1.53630 -1.65031 9.58566 -1.110 -0.817 -1.302 -0.063
N -0.10676 1.53948 8.53319 0.842 1.626 -0.498 -0.307
O -0.93322 1.87240 7.66159 1.200 -0.254 1.871 0.051
O 0.35576 2.26792 9.45054 -1.683 -1.334 -2.054 0.049
H 1.65078 -3.46689 8.53427 -0.104 -0.197 -0.397 0.105
H 0.88814 -2.48367 6.33898 -0.016 -0.025 -0.063 0.098
H 0.15744 -0.15688 6.23500 -0.056 0.263 0.089 0.103
H 1.06938 0.21629 10.44520 -0.093 0.184 0.008 0.115
H 1.89604 -2.13416 10.48169 0.069 0.348 0.141 0.109
C -4.50860 5.38362 7.66203 2.038 -0.622 0.611 -0.069
C -3.32448 4.70655 7.32352 0.042 -0.071 -1.228 -0.049
C -3.07748 4.35639 6.00086 0.974 -0.660 -0.434 -0.045
C -3.96670 4.60642 4.98523 -0.686 1.179 0.830 -0.132
C -5.07762 5.38065 5.35696 -0.553 -0.185 -1.511 0.005
C -5.34522 5.81417 6.66279 -0.175 -1.563 -0.329 -0.061
N -3.71624 4.16309 3.56840 0.930 -0.756 -1.178 -0.284
O -4.54346 4.40951 2.70781 0.050 0.226 1.163 0.090
O -2.67019 3.53311 3.27739 -1.558 1.105 1.659 0.014
H -4.67423 5.54046 8.71766 -0.352 0.321 -0.004 0.107
H -2.48631 4.39010 7.92662 -0.466 0.248 0.962 0.102
H -2.15068 3.86440 5.74517 0.168 -0.192 0.108 0.105
H -5.76629 5.58153 4.54963 -0.280 0.256 0.057 0.112
H -6.30770 6.17933 6.98941 -0.038 0.581 -0.603 0.109
C 0.30232 3.71698 0.11779 -1.363 -0.095 -1.312 -0.031
C -1.00686 3.37288 0.54565 2.539 0.861 0.887 -0.078
C -1.95006 2.93875 -0.31484 -1.622 -0.913 -0.423 -0.027
C -1.71237 2.97879 -1.65496 2.433 0.077 -1.046 -0.139
C -0.47447 3.43728 -2.16553 0.263 -0.792 0.830 0.012
C 0.60259 3.67101 -1.28756 -1.736 0.665 1.259 -0.023
N -2.62171 2.37113 -2.61386 -1.203 1.888 0.939 -0.368
O -3.78901 2.67523 -2.49071 -1.177 -0.005 0.509 0.076
O -2.21655 1.69697 -3.49715 1.436 -1.432 -1.455 0.101
H 0.96321 4.13043 0.86524 0.491 -0.259 -0.131 0.088
H -1.28044 3.41990 1.58937 0.213 -0.004 0.069 0.072
H -2.85619 2.50271 0.07912 -0.303 0.153 -0.075 0.119
H -0.32886 3.53557 -3.23115 -0.002 -0.263 0.027 0.093
H 1.56988 3.94486 -1.68222 0.078 0.084 0.021 0.084
C -7.18952 -4.49863 5.02188 1.833 0.912 -0.440 -0.023
C -6.23108 -5.50879 5.26959 -0.714 1.510 0.592 -0.066
C -4.89612 -5.19450 5.51464 0.003 -0.688 -0.418 -0.020
C -4.42567 -3.89310 5.39297 -1.705 -0.246 -0.314 -0.147
C -5.34896 -2.89051 5.07731 0.126 0.008 -0.390 0.003
C -6.70676 -3.14196 4.88181 0.184 -2.020 0.770 -0.031
N -3.02604 -3.53798 5.51273 0.464 2.048 -0.282 -0.349
O -2.71633 -2.34937 5.36514 -0.605 -0.730 0.024 0.046
O -2.20656 -4.38101 5.73580 0.409 -1.426 0.229 0.089
H -8.21525 -4.79494 4.85919 -0.132 0.294 0.059 0.099
H -6.51692 -6.53650 5.43842 -0.227 -0.033 -0.286 0.104
H -4.32300 -6.08952 5.70669 0.782 0.466 0.231 0.111
H -4.96208 -1.89966 4.89041 -0.056 0.132 0.241 0.098
H -7.32482 -2.27381 4.70653 -0.306 -0.314 -0.190 0.077
C 8.72045 6.46762 -2.97957 -0.361 -0.297 0.838 -0.044
C 8.51303 6.09787 -1.61572 -0.141 0.143 -1.262 -0.058
C 7.30902 5.54502 -1.24169 -1.875 0.318 -1.191 -0.002
C 6.28369 5.38298 -2.24832 1.164 -0.226 2.649 -0.102
C 6.58001 5.59922 -3.56477 -1.708 0.686 -0.938 -0.044
C 7.73256 6.25224 -3.94225 1.714 -0.285 1.046 -0.060
N 4.88833 5.02926 -1.76083 -0.565 -0.705 -1.648 -0.298
O 3.96970 5.13123 -2.58933 1.382 0.096 1.057 0.049
O 4.71709 4.60555 -0.62814 0.522 0.606 -0.490 0.050
H 9.65850 6.91132 -3.27887 0.044 0.132 0.079 0.104
H 9.24508 6.29457 -0.84642 0.220 -0.020 -0.159 0.105
H 7.05263 5.36803 -0.20760 0.060 -0.142 0.018 0.107
H 5.84022 5.43103 -4.33343 -0.313 -0.150 0.106 0.115
H 7.94470 6.55166 -4.95800 -0.256 -0.188 -0.124 0.114
C 4.46155 2.23958 -5.65812 -0.749 0.143 -0.821 -0.066
C 5.43747 2.28917 -4.69782 0.988 -0.315 0.286 -0.076
C 6.77461 2.51762 -5.03112 0.361 1.526 -1.223 0.002
C 7.08246 2.83323 -6.37334 -1.385 -0.807 0.373 -0.117
C 6.07298 2.69025 -7.34884 1.062 0.385 -0.253 -0.007
C 4.75609 2.45387 -7.01224 0.683 -0.441 0.789 -0.045
N 8.48639 3.11543 -6.77699 -0.430 -1.224 -3.479 -0.338
O 9.34168 2.99130 -5.96068 0.822 0.423 1.430 0.094
O 8.73767 3.26406 -8.00738 -1.059 0.231 2.403 0.036
H 3.45543 2.00968 -5.33990 -0.083 -0.035 -0.076 0.078
H 5.16709 2.07341 -3.67472 0.049 0.064 0.130 0.094
H 7.57601 2.66262 -4.32180 -0.106 -0.385 0.326 0.113
H 6.34789 2.70253 -8.39319 0.133 0.361 -0.038 0.115
H 4.04822 2.33323 -7.81894 -0.267 0.025 0.208 0.111
C -2.56133 -8.92317 -3.09836 -1.071 0.282 -0.596 -0.050
C -3.37354 -8.02306 -3.87240 1.026 -2.834 0.431 -0.072
C -3.24002 -6.70226 -3.73410 1.038 2.863 2.204 -0.023
C -2.37898 -6.22444 -2.67682 0.937 -0.743 -0.948 -0.100
C -1.56583 -7.11151 -1.94427 0.137 0.857 -1.018 -0.031
C -1.64176 -8.48987 -2.16713 -1.213 0.693 -0.125 -0.075
N -2.06304 -4.73170 -2.68746 -0.529 -0.796 -0.983 -0.296
O -0.86279 -4.42344 -2.72117 -1.950 0.142 0.507 0.046
O -3.04342 -3.99085 -2.84519 2.009 -0.661 0.556 0.053
H -2.71471 -9.98018 -3.25840 0.097 -0.115 -0.063 0.103
H -4.03122 -8.45188 -4.61400 -0.062 0.059 -0.036 0.115
H -3.73812 -5.95839 -4.33822 -0.199 -0.102 -0.046 0.123
H -0.71127 -6.78119 -1.37241 -0.338 0.562 0.414 0.111
H -1.07057 -9.17076 -1.55351 0.162 -0.056 -0.193 0.109
C -1.85938 -0.98303 0.17512 -0.393 -1.931 -2.195 -0.071
C -1.58303 -0.34662 1.32809 1.082 0.994 0.589 -0.075
C -0.32002 0.24118 1.47647 0.162 0.250 0.713 -0.013
C 0.68373 0.15266 0.49200 -1.997 -0.363 0.674 -0.126
C 0.33103 -0.53325 -0.67054 0.650 -0.711 -0.597 0.009
C -0.91519 -1.16223 -0.83874 1.011 1.066 1.120 -0.010
N 2.01909 0.73971 0.71681 0.948 1.135 -0.978 -0.278
O 2.23465 1.37296 1.75730 -0.514 -1.052 -0.959 0.032
O 2.85826 0.66146 -0.20144 -1.446 -0.231 1.426 0.051
H -2.79069 -1.50694 0.01835 -0.349 0.088 0.249 0.098
H -2.35135 -0.33185 2.08696 0.265 0.371 0.263 0.102
H -0.16160 0.74532 2.41835 0.450 0.200 -0.022 0.107
H 1.08561 -0.67670 -1.42977 0.087 0.062 -0.039 0.084
H -1.09166 -1.82737 -1.67112 -0.064 0.263 -0.185 0.086
C -4.98535 -1.15101 -2.11836 -1.882 -0.146 0.675 -0.056
C -5.60059 -0.27462 -1.21056 0.695 0.199 -0.973 -0.063
C -6.97675 -0.26178 -0.95521 0.126 -0.345 -0.726 -0.006
C -7.78797 -1.21433 -1.59328 1.398 0.024 -0.418 -0.131
C -7.17050 -2.15032 -2.46723 -0.796 -0.224 1.070 -0.008
C -5.81424 -2.11784 -2.70669 1.129 0.651 0.234 -0.083
N -9.21945 -1.30806 -1.24815 -1.225 -1.126 1.145 -0.317
O -9.59610 -0.70539 -0.22668 0.644 -0.471 -1.604 0.041
O -9.95466 -2.09470 -1.86766 1.455 1.394 0.516 0.059
H -3.92377 -1.15635 -2.31689 0.107 0.178 0.022 0.095
H -4.95460 0.49067 -0.80630 -0.217 0.142 0.455 0.091
H -7.35252 0.51854 -0.31000 -0.311 -0.254 0.025 0.113
H -7.68354 -3.06033 -2.74121 -0.525 0.291 -0.416 0.115
H -5.27713 -2.85749 -3.28187 -0.516 -0.308 -0.296 0.097
C -4.73756 0.30710 -5.51249 -1.846 0.059 -0.212 -0.052
C -5.81448 1.21943 -5.41059 0.879 0.028 0.287 -0.053
C -6.65409 1.52831 -6.47088 0.542 -0.229 0.346 -0.016
C -6.33678 0.97728 -7.68865 1.258 -0.467 -0.993 -0.138
C -5.22125 0.09107 -7.86988 -0.844 0.189 0.995 0.018
C -4.50707 -0.32463 -6.73295 -0.487 0.873 0.018 -0.058
N -7.11432 1.38561 -8.88469 -1.776 -0.435 -1.097 -0.325
O -6.75648 0.89056 -9.94991 -0.033 0.641 0.746 0.052
O -8.15244 2.08115 -8.79229 2.284 -1.016 0.540 0.044
H -4.25835 -0.04778 -4.61204 0.402 0.371 -0.047 0.078
H -5.95105 1.79665 -4.50805 -0.074 -0.345 0.372 0.100
H -7.50193 2.17876 -6.31438 0.041 0.076 -0.297 0.120
H -4.94884 -0.34340 -8.82036 -0.384 0.233 -0.146 0.109
H -3.76375 -1.10807 -6.74174 0.143 0.023 -0.460 0.099
C 7.73984 2.26404 1.23558 -2.925 -0.310 -1.554 -0.077
C 6.63353 2.15590 0.35587 1.021 -0.257 -0.044 -0.037
C 6.67444 1.30946 -0.79498 -0.003 0.862 0.966 0.014
C 7.75135 0.45427 -0.96123 1.697 0.717 0.707 -0.131
C 8.84834 0.54650 -0.05417 -0.529 -0.302 0.739 0.016
C 8.80162 1.44899 1.00550 0.637 0.262 0.182 -0.093
N 7.81809 -0.41151 -2.16887 -1.007 -1.527 -1.295 -0.289
O 6.86975 -0.30501 -3.01398 2.650 0.073 2.048 0.005
O 8.71228 -1.27116 -2.23571 -1.638 2.035 0.142 0.086
H 7.57164 2.91140 2.08353 0.581 0.052 0.160 0.105
H 5.82767 2.80012 0.67520 -0.563 -0.189 -0.878 0.082
H 5.94827 1.32347 -1.59428 -0.407 0.005 0.314 0.098
H 9.69119 -0.10584 0.12036 -0.003 -0.477 -1.357 0.116
H 9.59765 1.58846 1.72194 0.537 -0.680 -0.209 0.110
C 1.84359 2.96915 5.57160 0.721 1.614 -0.006 -0.072
C 1.16946 3.32173 4.41254 -0.857 1.224 0.313 -0.043
C 0.49053 4.58813 4.31526 0.508 -1.261 0.685 0.015
C 0.55531 5.50843 5.36791 0.456 -2.294 -0.013 -0.150
C 1.31861 5.17944 6.53132 -0.116 0.144 -1.499 0.015
C 1.99787 3.96143 6.56209 -0.904 0.200 0.235 -0.071
N -0.12687 6.78526 5.22484 -1.964 -0.524 -2.460 -0.341
O 0.36389 7.67673 5.83225 0.406 1.780 1.142 0.100
O -1.10369 6.91881 4.42494 2.102 -0.786 1.816 0.039
H 2.43838 2.07216 5.66111 -0.235 -0.288 -0.148 0.093
H 1.14574 2.64840 3.56847 -0.120 -0.084 -0.077 0.077
H -0.12132 4.75523 3.44112 0.059 0.378 -0.034 0.099
H 1.46372 5.88460 7.33636 -0.158 0.110 -0.073 0.117
H 2.61571 3.80449 7.43389 0.061 -0.314 0.044 0.108
C -3.91748 -9.11685 2.10551 -0.124 0.696 2.475 -0.058
C -3.43672 -8.30792 3.15763 -0.524 -0.032 -2.095 -0.023
C -3.23516 -6.92803 2.86672 1.070 -0.690 2.526 -0.025
C -3.44634 -6.37109 1.65371 -0.012 -1.683 -1.210 -0.108
C -3.94507 -7.26789 0.65032 -0.080 5.002 -0.413 -0.013
C -4.24976 -8.53393 0.91426 -0.034 -2.130 -0.760 -0.091
N -3.05625 -4.95376 1.40135 -0.765 1.908 -2.221 -0.287
O -2.84442 -4.56962 0.23394 -0.153 -1.911 0.888 0.046
O -3.06025 -4.10054 2.27196 -0.062 -1.399 1.198 0.059
H -4.23234 -10.13374 2.28771 0.386 -0.201 0.068 0.111
H -3.25258 -8.80004 4.10120 0.185 0.551 0.234 0.104
H -2.81075 -6.30620 3.64106 -0.018 0.154 0.256 0.101
H -4.30245 -6.73767 -0.22005 0.267 -0.512 -0.659 0.086
H -4.67865 -9.18887 0.17028 -0.204 0.312 -0.330 0.122
C -6.48291 0.97571 6.66531 0.765 0.098 -0.828 -0.059
C -7.36543 0.44196 5.75329 -0.249 0.187 -1.842 -0.077
C -7.02828 0.24410 4.38694 1.036 1.243 0.952 -0.012
C -5.70751 0.58267 3.94507 -1.500 0.178 0.895 -0.113
C -4.79722 1.08955 4.87935 -0.306 0.135 0.358 -0.005
C -5.21121 1.34861 6.19951 -0.265 -1.369 0.256 -0.046
N -5.41954 0.45063 2.47463 3.307 1.559 1.719 -0.306
O -4.39139 0.99327 1.99596 -2.065 -0.848 1.108 0.047
O -6.17349 -0.23863 1.89023 -1.449 -1.222 -1.656 0.088
H -6.78267 1.07092 7.69850 0.143 0.264 0.052 0.110
H -8.41511 0.33879 5.98555 -0.016 -0.415 0.313 0.108
H -7.86398 0.00229 3.74699 0.403 -0.222 -0.452 0.115
H -3.75088 1.25007 4.66531 -0.020 0.187 -0.477 0.114
H -4.49706 1.63911 6.95582 0.281 0.370 -0.263 0.105
C 2.24234 7.65612 2.71146 -0.042 0.474 -1.140 -0.045
C 1.33626 8.70790 2.41879 1.024 -1.554 0.369 -0.051
C 0.90735 8.90197 1.11238 -0.297 -0.008 -0.408 -0.009
C 1.37461 8.08208 0.09053 1.268 -1.632 0.854 -0.108
C 2.26971 7.01597 0.40724 -0.598 0.508 -1.544 -0.017
C 2.70379 6.80272 1.67764 -0.623 1.224 1.973 -0.073
N 0.94166 8.26136 -1.32074 0.369 -0.772 1.061 -0.366
O 0.32738 9.26334 -1.52560 -0.837 1.364 -0.630 0.092
O 1.19280 7.41266 -2.15530 0.301 -0.120 0.258 0.063
H 2.70863 7.51276 3.67500 -0.401 0.115 0.346 0.089
H 0.94778 9.31041 3.22654 0.016 0.147 -0.054 0.105
H 0.17411 9.67146 0.92094 0.070 0.049 -0.242 0.118
H 2.67241 6.34914 -0.34079 -0.316 0.135 -0.487 0.088
H 3.39492 6.02489 1.96698 0.086 -0.135 -0.341 0.093
C 6.16674 1.07224 4.15263 -1.629 0.035 -2.262 -0.072
C 5.05202 1.70847 3.48751 1.230 1.128 0.806 -0.052
C 4.74530 3.05277 3.78117 1.307 -0.829 0.615 0.002
C 5.57599 3.69536 4.73993 -1.284 -0.183 0.482 -0.121
C 6.56370 3.01009 5.42016 0.970 1.224 0.010 -0.020
C 6.93432 1.72979 5.05585 -0.496 -0.074 0.528 -0.086
N 5.19056 5.07196 5.23587 -0.726 1.210 0.291 -0.309
O 4.42993 5.73376 4.51636 0.952 -1.098 0.489 0.039
O 5.57346 5.49617 6.33538 -0.067 -1.281 -1.651 0.061
H 6.49669 0.08569 3.86237 -0.424 -0.199 -0.109 0.103
H 4.47983 1.29245 2.67147 0.064 -0.588 0.256 0.076
H 3.90478 3.52972 3.29905 0.110 0.217 0.052 0.104
H 7.17692 3.53446 6.13806 -0.242 0.185 0.232 0.118
H 7.73238 1.17217 5.52334 0.209 0.369 0.175 0.113
C 3.51016 -1.05186 -4.15394 -0.866 1.115 0.500 -0.064
C 3.08675 -2.17887 -4.82467 -0.269 0.121 0.340 -0.064
C 1.72446 -2.49015 -4.94924 -0.096 0.438 -0.020 0.032
C 0.72962 -1.55785 -4.52872 2.249 -0.480 -0.151 -0.105
C 1.18044 -0.39178 -3.89405 0.464 0.140 -0.184 -0.011
C 2.55067 -0.16990 -3.65239 -0.709 -0.424 -0.778 -0.058
N -0.71502 -1.74450 -4.75275 0.218 0.084 0.254 -0.330
O -1.12883 -2.54842 -5.57908 0.521 0.345 0.499 0.066
O -1.40970 -1.02743 -4.05671 -0.440 -0.367 -0.345 0.045
H 4.55731 -0.81770 -4.03127 0.151 -0.101 -0.033 0.095
H 3.90932 -2.77965 -5.18359 -0.513 -0.716 -0.309 0.103
H 1.52550 -3.47209 -5.35250 -0.576 0.207 -0.226 0.084
H 0.52947 0.43142 -3.63916 -0.434 -0.229 0.070 0.111
H 2.81012 0.76268 -3.17346 0.166 -0.002 0.140 0.100
C 1.06833 -6.01232 -5.14228 -0.799 1.610 1.125 -0.095
C 1.37246 -5.95654 -6.47515 -0.545 -0.684 -0.202 -0.081
C 2.39126 -6.73618 -6.96355 1.225 -0.715 0.971 0.024
C 3.21197 -7.44068 -6.01543 -2.019 1.041 0.253 -0.098
C 2.98988 -7.29714 -4.60377 0.626 -0.914 -2.571 0.009
C 1.88358 -6.58797 -4.20579 0.759 -0.813 0.468 -0.101
N 4.19994 -8.38666 -6.50432 0.702 1.200 -2.973 -0.365
O 5.00619 -8.81441 -5.74380 0.746 -0.976 1.688 0.099
O 4.28180 -8.57032 -7.73435 -0.839 0.121 1.373 0.049
H 0.24033 -5.43256 -4.76190 -0.342 -0.030 -0.086 0.091
H 0.69437 -5.45453 -7.14937 0.113 0.183 -0.090 0.119
H 2.48410 -6.73976 -8.03954 0.653 -0.537 0.085 0.119
H 3.62039 -7.82497 -3.90357 0.125 0.045 -0.081 0.121
H 1.72655 -6.57869 -3.13730 -0.569 0.341 0.021 0.105
C 0.31916 -4.27427 2.56407 1.736 -0.252 0.168 -0.038
C -0.11801 -3.06021 2.99663 -1.372 0.742 0.266 -0.068
C 0.73114 -2.04968 3.40947 0.398 0.354 0.556 -0.013
C 2.10031 -2.23459 3.36550 -0.634 -0.316 -0.710 -0.141
C 2.59622 -3.42555 2.82583 0.341 0.736 0.631 -0.019
C 1.71541 -4.44572 2.52062 -0.074 -0.304 -0.702 -0.057
N 2.96943 -1.13195 3.79973 1.003 1.484 1.112 -0.286
O 2.46146 -0.15214 4.36763 -0.004 -1.480 -0.830 0.041
O 4.18977 -1.20759 3.65109 -1.252 -0.724 -0.366 0.066
H -0.36514 -5.06447 2.29257 0.043 -0.032 -0.058 0.100
H -1.18358 -2.88669 3.02601 -0.054 0.173 0.076 0.083
H 0.35575 -1.11996 3.81086 -0.154 -0.037 -0.066 0.107
H 3.66264 -3.48965 2.66760 0.065 -0.345 0.081 0.120
H 2.14845 -5.35852 2.13893 -0.068 -0.171 -0.013 0.109
```
Forces are in eV/Å.